#i
# C4H9NOS

An isolated molecule of C4H9NOS (wB97M-V/def2-TZVPD, the Open Molecules 2025 dataset).

Last column: Löwdin charge in e.
Cartesian coordinates (Å):
H: -1.043 -2.191 0.862  0.0658
C: 0.807 0.086 1.156  -0.3743
H: 1.530 1.468 -1.188  0.0690
C: -1.257 -0.411 -0.206  -0.2389
N: -1.079 -1.841 -0.093  0.0056
S: 2.150 -0.503 0.013  0.8095
H: -2.116 -0.003 0.361  0.1322
H: 0.952 0.125 -2.066  0.0673
C: -0.099 0.571 -0.024  -0.6383
H: -0.194 -2.086 -0.563  0.0646
H: -1.542 -0.278 -1.279  0.1260
C: 1.057 0.499 -1.072  -0.3705
H: -0.026 2.466 0.303  0.0785
H: 1.062 1.012 1.743  0.0904
H: 0.479 -0.728 1.893  0.0921
O: -0.681 1.814 0.160  0.0211

Summary:
HOMO-LUMO gap: 9.43 eV
LUMO level: 0.744 eV

#ii
# C4H9NOS

An isolated molecule of C4H9NOS (wB97M-V/def2-TZVPD, the Open Molecules 2025 dataset).

Last column: Löwdin charge in e.
Cartesian coordinates (Å):
C: 0.375 -0.051 -1.064  -0.2350
C: 1.400 -0.356 0.032  -0.3900
H: 2.702 -1.432 -1.102  0.0730
H: -0.164 -0.978 -1.259  0.0995
H: 2.726 -1.806 0.547  0.0751
H: -2.600 1.060 0.557  -0.1495
H: -0.133 -1.414 1.306  0.1351
H: -0.207 1.502 0.275  0.0729
C: 0.640 -0.639 1.334  -0.2362
N: 2.170 -1.573 -0.260  0.0524
S: -2.328 0.678 -0.688  0.7261
H: 0.906 0.148 -1.977  0.1025
O: 0.906 -0.040 2.350  0.0599
H: -0.349 1.933 -1.308  0.0704
C: -0.589 1.084 -0.655  -0.5971
H: 2.016 0.515 0.255  0.1408

Summary:
HOMO-LUMO gap: 10.16 eV
LUMO level: 0.904 eV

#iii
# C4H9NOS

A cluster of 2 separate species, C4H9NOS in total (wB97M-V/def2-TZVPD, the Open Molecules 2025 dataset).

Last column: Löwdin charge in e.
Cartesian coordinates (Å):
N: -1.495 -1.897 -0.107  -0.1287
H: -1.938 -3.995 -0.199  0.0683
C: -1.601 -0.718 -0.384  -0.4607
H: -3.651 1.679 -0.836  0.0738
C: -1.296 -3.131 -0.313  -0.0276
H: -0.272 -3.273 -0.635  0.0705
H: 0.532 0.603 0.185  -0.0612
H: 2.426 -0.080 1.585  0.0919
H: 3.142 1.257 0.823  0.0581
H: 2.020 1.697 1.959  0.0650
H: -2.311 2.688 -0.189  -0.0067
H: -2.015 1.833 -1.675  0.0473
C: 2.200 0.952 1.214  -0.1423
O: 1.384 0.918 0.031  -0.1245
C: -2.487 1.758 -0.688  -0.3775
S: -1.904 0.588 0.641  0.8543

Summary:
HOMO-LUMO gap: 8.29 eV
LUMO level: 0.377 eV

Of them, #iii has the lowest stability.

#i
# C4H9NOS

A structure of composition C4H9NOS (wB97M-V/def2-TZVPD, the Open Molecules 2025 dataset).

Last column: Löwdin charge in e.
Cartesian coordinates (Å):
C: -2.313 -1.159 -0.462  0.0029
H: 0.619 2.783 0.483  0.1075
H: 1.088 -2.264 0.216  0.0336
H: -1.338 2.516 -0.128  0.1189
N: -1.396 -0.206 -0.438  -0.0400
H: -2.663 -1.756 0.315  0.0392
H: 0.749 0.721 1.710  0.1699
H: 2.557 -1.328 0.978  0.0070
C: -0.180 2.120 -0.158  -0.2149
H: -2.991 -0.910 -1.470  0.1320
C: 0.242 0.894 0.593  -0.6568
H: 0.213 2.150 -1.463  0.1456
H: 2.529 -1.998 -0.541  -0.0375
O: -0.704 -0.156 0.813  -0.2248
C: 1.926 -1.591 0.163  -0.3125
S: 1.661 0.182 -0.611  0.7300

Summary:
HOMO-LUMO gap: 9.42 eV
LUMO level: 0.904 eV

#ii
# C4H9NOS

An isolated molecule of C4H9NOS (wB97M-V/def2-TZVPD, the Open Molecules 2025 dataset).

Last column: Löwdin charge in e.
Cartesian coordinates (Å):
H: -1.687 -1.321 0.484  0.0770
H: -0.645 0.189 -1.046  0.1145
C: 0.742 1.841 -0.731  -0.6131
H: -1.308 2.845 -1.425  -0.1343
S: -0.262 3.296 -0.700  0.7161
H: -1.322 -2.947 0.614  0.0846
C: -0.032 0.593 -0.239  -0.1973
O: 2.076 -0.295 0.480  0.0722
H: -0.639 0.937 0.599  0.1033
N: 0.354 -1.773 0.339  -0.0106
C: -0.941 -1.982 0.945  -0.0950
H: 1.149 1.565 -1.707  0.0815
C: 0.922 -0.524 0.195  -0.4870
H: 1.610 1.977 -0.086  0.0715
H: -0.966 -1.822 2.021  0.0864
H: 0.950 -2.577 0.258  0.1303

Summary:
HOMO-LUMO gap: 9.88 eV
LUMO level: 0.787 eV

Of them, #i has the lowest stability.

#i
# C4H9NOS

An isolated molecule of C4H9NOS (wB97M-V/def2-TZVPD, the Open Molecules 2025 dataset).

Last column: Löwdin charge in e.
Cartesian coordinates (Å):
H: -0.925 1.637 0.862  0.1303
H: -1.712 1.553 -1.515  0.1236
H: -1.068 -0.101 -1.663  0.0976
C: -1.543 0.615 -0.896  -0.1994
H: 3.439 -0.600 -0.617  0.0453
S: 1.232 -0.175 -0.568  0.8304
N: 0.174 -0.128 0.871  -0.1658
H: 2.950 -0.496 1.205  0.0595
O: 1.581 1.217 -0.845  -0.4789
H: -2.685 -1.012 0.099  0.0937
H: -0.196 -1.020 1.034  0.0555
C: -2.407 0.033 0.213  -0.0759
C: -0.988 0.632 0.472  -0.4093
H: -3.220 0.626 0.649  0.0938
C: 2.710 -0.832 0.172  -0.2872
H: 2.657 -1.949 0.527  0.0867

Summary:
HOMO-LUMO gap: 9.61 eV
LUMO level: 0.774 eV

#ii
# C4H9NOS

An isolated molecule of C4H9NOS (wB97M-V/def2-TZVPD, the Open Molecules 2025 dataset).

Last column: Löwdin charge in e.
Cartesian coordinates (Å):
S: 0.585 -0.203 0.488  0.7625
H: 2.737 -0.684 0.101  0.1132
N: 1.815 -1.189 -0.144  -0.1099
H: -2.516 1.096 -0.726  0.1091
C: -0.499 0.047 -0.745  -0.4426
H: -1.135 1.642 0.488  0.0633
H: 1.624 -1.060 -1.107  0.0301
C: -1.431 1.248 -0.458  -0.1681
C: -0.361 1.315 -1.583  -0.1769
H: 0.364 2.115 -1.307  0.1003
H: 0.512 -2.330 1.393  0.0649
H: -1.184 -1.651 0.907  0.0359
H: -0.779 1.554 -2.525  0.0696
O: 1.141 0.769 1.465  -0.3816
C: -0.252 -1.537 1.393  -0.1442
H: -0.620 -1.132 2.360  0.0743

Summary:
HOMO-LUMO gap: 8.81 eV
LUMO level: 0.677 eV

Of them, #ii has the lowest stability.

#i
# CHCl3S

A cluster of 2 separate species, CHCl3S in total (wB97M-V/def2-TZVPD, the Open Molecules 2025 dataset).

Last column: Löwdin charge in e.
Cartesian coordinates (Å):
S: -0.061 -1.227 -0.374  0.3350
Cl: -3.450 -1.326 0.790  0.5671
Cl: -2.321 1.341 0.917  0.5794
Cl: -3.200 0.257 -1.627  0.5763
C: -2.690 -0.029 -0.023  -1.7601
H: 0.485 -0.059 -0.057  -0.2978

Summary:
HOMO-LUMO gap (alpha / beta): 8.37 / 6.91 eV
LUMO level (alpha / beta): -1.284 / -2.073 eV

#ii
# CHCl3S

An isolated molecule of CHCl3S (wB97M-V/def2-TZVPD, the Open Molecules 2025 dataset).

Last column: Löwdin charge in e.
Cartesian coordinates (Å):
S: 0.940 1.214 -0.150  0.3959
C: -0.481 -0.020 0.010  -1.5061
H: -0.054 -1.011 -0.493  0.0380
Cl: -1.821 0.350 -1.142  0.4782
Cl: -1.010 -0.199 1.691  0.5132
Cl: 2.427 -0.335 0.084  0.0809

Summary:
HOMO-LUMO gap: 8.76 eV
LUMO level: -1.156 eV

Of them, #i has the lowest stability.

#i
# C12H12NOP

An isolated molecule of C12H12NOP (wB97M-V/def2-TZVPD, the Open Molecules 2025 dataset).

Last column: Löwdin charge in e.
Cartesian coordinates (Å):
C: 0.925 -1.898 -0.834  -0.0077
H: 0.690 -0.419 1.822  0.1252
C: 0.357 0.005 0.842  -0.2177
H: 2.019 2.128 -1.397  0.0992
H: -1.429 -4.099 -2.106  0.1253
H: -2.090 1.934 -0.095  0.0953
N: 1.163 2.317 2.623  -0.2848
C: -0.015 2.219 -0.740  -0.0859
C: -1.345 -1.133 -0.342  -0.2202
H: 0.923 -3.449 -2.269  0.0795
H: -1.401 0.768 2.046  0.1511
C: 0.300 -2.927 -1.599  -0.1066
C: -1.051 -3.109 -1.729  -0.0884
C: -0.981 0.595 1.045  -0.2251
H: -0.310 2.852 -1.607  0.1151
C: 1.654 0.917 0.401  -0.4542
P: 2.374 1.529 2.053  0.8776
C: 0.055 -1.021 -0.268  -0.1340
O: -2.005 -0.278 0.470  0.0127
C: -1.105 2.007 0.251  -0.0884
H: 1.983 -1.771 -0.607  0.1085
C: 1.276 1.878 -0.652  -0.1287
H: 2.402 0.068 0.244  0.0805
H: 1.408 2.634 3.602  -0.0144
C: -1.888 -2.153 -1.124  0.0032
H: -0.987 2.744 1.000  0.0873
H: -2.921 -2.340 -1.032  0.0957

Summary:
HOMO-LUMO gap: 7.78 eV
LUMO level: -0.351 eV

#ii
# C12H12NOP

A cluster of 2 separate species, C12H12NOP in total (wB97M-V/def2-TZVPD, the Open Molecules 2025 dataset).

Last column: Löwdin charge in e.
Cartesian coordinates (Å):
C: -0.697 0.975 0.986  -0.2136
C: -0.886 1.215 -0.512  -0.5059
C: 1.879 -3.031 -0.255  -0.0898
N: -0.096 0.411 -3.690  -0.0316
C: 0.497 3.121 0.983  -0.1213
H: 2.810 -3.485 0.055  0.1023
H: -1.425 -1.433 -1.423  0.0948
C: 0.380 1.892 1.487  -0.1127
C: -0.466 -3.199 -0.716  -0.0856
H: -1.718 0.627 -0.910  0.0956
H: -1.709 2.954 -1.611  0.0984
H: -1.374 -3.787 -0.759  0.1033
H: 1.242 3.813 1.344  0.1000
H: 2.749 -1.097 -0.560  0.0902
H: -1.635 1.188 1.517  0.1266
O: -0.949 1.176 -3.950  -0.0886
C: 0.658 -1.089 -1.002  -0.4786
C: -0.498 -1.866 -1.075  -0.1119
C: -0.389 3.567 -0.073  -0.1108
C: 1.849 -1.695 -0.603  -0.1246
H: 1.005 1.548 2.298  0.1023
C: -1.074 2.669 -0.787  -0.1420
H: 0.736 -4.825 -0.008  0.1014
H: -0.441 -0.070 1.178  0.1009
C: 0.718 -3.784 -0.296  -0.0871
H: -0.469 4.625 -0.270  0.0995
P: 0.726 0.693 -1.370  1.0893

Summary:
HOMO-LUMO gap (alpha / beta): 7.24 / 7.24 eV
LUMO level (alpha / beta): -0.136 / -0.125 eV

Of them, #ii has the lowest stability.